Entry 1:
{
  "formula": "C38H29BrClN5O3V",
  "method": "ωB97M-V/def2-TZVPD",
  "elements": ["Br", "V", "Cl", "O", "O", "O", "N", "N", "N", "N", "N", "C", "C", "C", "C", "C", "C", "C", "C", "C", "C", "C", "C", "C", "C", "C", "C", "C", "C", "C", "C", "C", "C", "C", "C", "C", "C", "C", "C", "C", "C", "C", "C", "C", "C", "C", "C", "C", "C", "H", "H", "H", "H", "H", "H", "H", "H", "H", "H", "H", "H", "H", "H", "H", "H", "H", "H", "H", "H", "H", "H", "H", "H", "H", "H", "H", "H", "H"],
  "positions_angstrom": [[-2.043, -3.473, 1.013], [-0.988, -1.244, 0.370], [5.542, -0.153, -2.849], [-1.864, 0.411, 1.181], [1.161, 3.207, 2.066], [0.528, -2.149, -0.601], [0.094, -1.006, 1.993], [-3.019, -0.913, -0.880], [-0.753, -0.416, -2.143], [0.113, 1.262, 0.351], [0.098, 0.335, 2.469], [-5.510, -0.037, -1.779], [-1.803, 4.822, 3.477], [0.484, -1.916, 2.951], [5.691, -5.098, 1.862], [2.842, -0.224, -2.643], [-1.087, 2.425, 2.226], [-0.130, 3.416, 2.463], [-2.392, 2.663, 2.626], [-4.112, -1.149, -0.194], [-4.397, 0.936, -3.767], [1.525, -4.233, 2.318], [-5.387, -0.725, -0.608], [4.741, -6.092, 1.684], [0.567, 3.704, -2.360], [-0.729, 4.157, -2.571], [3.392, -5.805, 1.843], [4.030, -0.728, -2.183], [1.624, -0.668, -2.103], [-0.754, 1.094, 1.542], [-1.501, 2.690, -0.810], [-1.751, 3.646, -1.781], [-2.006, 0.706, -3.968], [2.867, -2.173, -0.659], [-1.911, 0.045, -2.763], [5.279, -3.814, 2.202], [1.040, -3.071, 2.670], [1.612, -1.667, -1.085], [-2.760, 3.848, 3.251], [-4.357, 0.234, -2.544], [-0.197, 2.230, -0.596], [3.934, -3.531, 2.362], [-3.113, -0.224, -2.042], [0.834, 2.763, -1.379], [-0.491, 4.606, 3.084], [-3.239, 1.155, -4.459], [2.966, -4.523, 2.185], [0.400, -0.164, -2.645], [4.047, -1.711, -1.186], [0.312, -1.645, 3.996], [1.091, 1.250, 0.606], [0.514, 0.467, -3.532], [6.744, -5.317, 1.731], [-2.306, 2.272, -0.221], [1.384, 4.094, -2.957], [0.837, -5.038, 2.067], [-6.244, -0.953, 0.011], [3.607, -2.529, 2.617], [-3.264, 1.688, -5.402], [2.835, 0.527, -3.425], [-2.071, 5.754, 3.958], [-1.118, 0.916, -4.548], [4.993, -2.104, -0.836], [-3.788, 4.008, 3.550], [-6.474, 0.306, -2.136], [-3.115, 1.885, 2.418], [5.050, -7.094, 1.415], [-3.990, -1.707, 0.725], [2.863, -2.931, 0.113], [1.665, 4.012, 2.218], [-0.937, 4.894, -3.335], [0.265, 5.366, 3.256], [1.849, 2.420, -1.214], [6.013, -3.028, 2.337], [-0.359, 0.357, 3.384], [2.651, -6.582, 1.694], [-2.769, 3.983, -1.935], [-5.352, 1.284, -4.144]],
  "lumo_energy_ev": [1.95, 1.94],
  "homo_energy_ev": [-4.04, -4.15],
  "charge": -1,
  "spin_multiplicity": 3,
  "orbital_gap_ev": [5.982, 6.098]
}

---

Entry 2:
{
  "formula": "C38H29F10IrN6O2S2Se",
  "method": "ωB97M-V/def2-TZVPD",
  "elements": ["Ir", "Se", "S", "S", "F", "F", "F", "F", "F", "F", "F", "F", "F", "F", "O", "O", "N", "N", "N", "N", "N", "N", "C", "C", "C", "C", "C", "C", "C", "C", "C", "C", "C", "C", "C", "C", "C", "C", "C", "C", "C", "C", "C", "C", "C", "C", "C", "C", "C", "C", "C", "C", "C", "C", "C", "C", "C", "C", "C", "C", "H", "H", "H", "H", "H", "H", "H", "H", "H", "H", "H", "H", "H", "H", "H", "H", "H", "H", "H", "H", "H", "H", "H", "H", "H", "H", "H", "H", "H"],
  "positions_angstrom": [[-0.595, -1.211, 0.726], [-1.004, 1.345, 0.152], [4.952, 3.629, -3.386], [-2.275, 1.268, -2.411], [2.627, -2.892, -0.265], [-3.836, -1.275, 4.347], [0.295, 2.279, 4.704], [4.991, -4.930, -3.745], [0.282, 0.280, 2.835], [2.761, -4.817, -5.317], [4.878, -3.913, -1.222], [-3.472, 0.187, 6.558], [0.544, -3.699, -4.472], [-1.410, 1.910, 6.748], [6.325, 3.593, -5.565], [0.091, -2.665, 2.974], [-5.016, 0.662, -1.991], [-2.370, -2.592, -0.284], [0.286, -2.732, -1.728], [-2.473, 2.616, 2.374], [-0.298, 3.093, 2.187], [-2.202, -0.862, 2.034], [-0.960, 4.264, 2.493], [1.556, -3.766, -3.592], [-2.327, 3.966, 2.624], [2.062, 0.413, -1.877], [-2.706, 0.402, 5.477], [-2.874, -0.322, 4.321], [-0.009, -2.860, 1.781], [-3.499, -1.796, 0.233], [1.128, 3.022, 1.981], [-0.968, 0.871, 3.192], [-2.761, 6.253, 3.099], [5.533, 2.943, -4.931], [2.490, 2.412, -3.178], [3.797, -3.874, -2.002], [3.424, 0.434, -1.452], [-3.898, 0.916, -2.156], [-2.585, -4.006, -0.015], [-1.418, 6.545, 2.972], [1.444, -3.261, -2.294], [-3.412, -1.610, 1.733], [-0.486, 5.543, 2.664], [3.834, 2.400, -2.784], [5.021, 1.605, -5.389], [0.406, -1.488, -0.994], [-0.778, 1.481, 4.539], [2.726, -4.344, -4.070], [-1.216, 1.994, 2.124], [4.280, 1.407, -1.903], [-2.199, -2.344, -1.715], [-2.066, -0.175, 3.182], [3.858, -4.395, -3.284], [0.315, -4.258, 1.268], [1.216, -0.558, -1.426], [2.617, -3.343, -1.521], [-0.998, -2.988, -2.389], [-1.611, 1.294, 5.577], [1.614, 1.445, -2.750], [-3.239, 4.946, 2.921], [-1.757, -4.597, -0.394], [-4.292, 4.719, 3.018], [4.064, 1.761, -5.892], [0.567, 5.768, 2.584], [-3.089, -2.685, -2.267], [1.435, 3.855, 1.344], [5.313, 1.412, -1.579], [-3.463, -0.820, -0.249], [-2.141, -1.263, -1.850], [-3.461, 7.041, 3.336], [1.673, 3.061, 2.925], [-4.453, -2.262, -0.054], [1.254, -4.571, 1.723], [-2.666, -4.181, 1.055], [2.140, 3.197, -3.837], [-3.512, -4.343, -0.503], [-4.298, -1.053, 2.053], [-1.075, 7.561, 3.116], [-1.110, -4.073, -2.487], [4.851, 0.908, -4.574], [5.738, 1.209, -6.104], [-1.020, -2.574, -3.399], [-0.463, -4.935, 1.624], [1.371, 2.098, 1.460], [-3.279, 2.066, 2.611], [0.579, 1.461, -3.061], [-3.440, -2.567, 2.265], [0.379, -4.308, 0.186], [3.764, -0.327, -0.763]],
  "lumo_energy_ev": [1.83, 0.10],
  "homo_energy_ev": [-4.17, -4.86],
  "charge": -1,
  "spin_multiplicity": 6,
  "orbital_gap_ev": [6.000, 4.958]
}